This record from the OMol25 dataset describes C29H52AsF6Ge2N5O3OsP as an isolated structure in a non-equilibrium geometry. The level of theory is ωB97M-V/def2-TZVPD.

Its energy above the lowest of the compared OMol25 structures with the same formula, charge and spin is 33.4 kJ/mol. For the energy, the calculation gives -246403.13011 eV. Its charge is +4. As for the spin multiplicity: 6. Its largest force on an atom is 1.1 eV/Å. The value obtained for the HOMO-LUMO gap (spin up / spin down) is 7.6 / 5.0 eV.

```
100
Properties=species:S:1:pos:R:3:lowdin_spin:R:1
Os -1.1443 0.1046 -0.7761 2.6080
C -0.9364 -1.6546 4.7288 0.0024
C -1.0470 -2.0051 3.2576 0.0288
Ge -0.6593 -0.4805 1.9753 0.2399
C -1.4715 1.1413 2.9915 0.1960
C -0.4641 1.6973 3.9685 0.0527
C 1.3244 -0.5066 2.1792 0.2190
C 2.4744 -0.8233 1.5237 0.0545
Ge 2.7803 -1.3104 -0.3971 0.0115
C 2.8987 0.1724 -1.6746 0.0072
C 3.9831 1.2032 -1.3444 0.0009
C 3.6512 -3.0295 -0.7443 0.0018
C 5.1806 -2.8864 -0.8189 0.0033
C 3.7339 -0.8302 2.2444 0.1839
C 3.7896 -1.1924 3.6326 0.0830
C 4.9692 -1.1439 4.3179 0.0342
C 6.1442 -0.7286 3.6598 0.2542
C 6.1191 -0.3696 2.2893 0.0649
C 4.9464 -0.4430 1.5968 0.0596
H -1.1927 -2.5500 5.3011 0.0004
H -1.6437 -0.8903 5.0458 -0.0001
H 0.0728 -1.3771 5.0355 0.0002
H -2.0574 -2.2947 2.9739 0.0047
H -0.3318 -2.7681 2.9628 0.0000
H -2.3542 0.6837 3.4373 0.0089
H -1.7924 1.8520 2.2404 0.0014
H -0.1241 0.9726 4.7060 0.0014
H -0.9751 2.4883 4.5304 0.0209
H 0.3981 2.1560 3.4815 0.0025
H 1.4870 -0.1767 3.2102 0.0130
H 1.9051 0.6272 -1.6988 0.0099
H 3.0755 -0.2909 -2.6463 0.0003
H 3.8489 1.6520 -0.3584 0.0000
H 3.9568 2.0041 -2.0827 0.0000
H 4.9826 0.7697 -1.3970 0.0002
H 3.2676 -3.3550 -1.7086 -0.0002
H 3.3415 -3.7420 0.0196 0.0000
H 5.4961 -2.1412 -1.5507 0.0000
H 5.5881 -3.8451 -1.1401 0.0010
H 5.6259 -2.6564 0.1462 0.0004
H 2.8932 -1.5383 4.1295 0.0023
H 5.0075 -1.4248 5.3621 -0.0012
H 7.0796 -0.6876 4.2053 0.0096
H 7.0290 -0.0384 1.8062 0.0006
H 4.9328 -0.1361 0.5545 0.0003
N -0.7116 1.3262 -3.6088 0.0083
C -0.7760 1.0755 -4.9219 0.0289
C -1.2431 -0.2169 -5.0782 0.0093
C -1.4408 -0.6863 -3.7878 0.0208
N -1.1197 0.2609 -2.8877 0.0723
H -0.4694 2.1922 -3.1537 0.0009
H -0.5022 1.8220 -5.6511 0.0018
H -1.4262 -0.7392 -6.0015 0.0003
H -1.8233 -1.6431 -3.4725 0.0007
F -2.9779 -1.6697 0.8931 0.0353
As -4.3424 -0.5947 0.4350 0.0024
F -3.1490 0.7271 0.7328 0.0614
F -3.4938 -0.6098 -1.1924 0.0657
F -5.2475 -1.9397 -0.0065 0.0017
F -5.4130 0.5561 -0.1840 0.0011
F -4.8138 -0.5054 2.0518 0.0010
C -4.2149 4.4984 -2.4220 0.0014
C -4.5212 3.0318 -2.2070 0.0039
N -3.3220 2.3427 -1.7040 0.0272
C -2.2815 2.9291 -1.1225 0.0196
N -1.2261 2.1226 -0.7149 0.2529
C -0.1656 2.7931 0.0565 0.0442
C 0.1506 4.1533 -0.5382 0.0082
C -1.1030 4.9947 -0.4627 0.0038
N -2.2676 4.2443 -0.9462 0.0338
C -3.4958 5.0258 -1.1944 0.0036
H -5.1389 5.0525 -2.5745 0.0001
H -3.5937 4.6415 -3.3085 0.0000
H -4.8227 2.5426 -3.1319 0.0014
H -5.3295 2.9010 -1.4858 0.0019
H -3.3730 1.3352 -1.6719 0.0008
H 0.7160 2.1457 0.0582 0.0145
H -0.4896 2.9161 1.0939 0.0069
H 0.4814 4.0427 -1.5748 0.0001
H 0.9525 4.6375 0.0168 0.0005
H -1.0091 5.8933 -1.0714 0.0008
H -1.2910 5.3175 0.5646 0.0015
H -3.2045 6.0658 -1.3181 0.0003
H -4.1403 4.9593 -0.3144 0.0022
C -0.5686 -4.3084 0.8513 0.0012
O -0.4528 -2.8781 0.5557 0.0283
P -0.7741 -2.2421 -0.8669 0.0304
O -1.6623 -3.2492 -1.6560 -0.0054
C -3.0566 -3.6645 -1.4347 0.0000
O 0.6463 -2.4148 -1.6460 0.0193
C 0.8636 -3.3665 -2.7446 0.0010
H -0.6366 -4.8900 -0.0649 0.0006
H -1.4573 -4.4609 1.4572 0.0002
H 0.3201 -4.5970 1.4053 0.0001
H -3.7191 -2.9331 -1.8848 0.0001
H -3.2576 -3.7608 -0.3724 0.0001
H -3.1539 -4.6236 -1.9323 -0.0001
H 1.1525 -4.3343 -2.3448 0.0006
H 1.6517 -2.9507 -3.3659 0.0000
H -0.0452 -3.4752 -3.3256 0.0001
```

---

This record from the OMol25 dataset describes an isolated molecule of C4H7F2NO in a non-equilibrium geometry. The level of theory is ωB97M-V/def2-TZVPD.

Its energy above the lowest of the compared OMol25 structures with the same formula, charge and spin is 324.5 kJ/mol. For the energy, the calculation gives -13230.88243 eV. Its largest force on an atom is 5.4 eV/Å. The value obtained for the HOMO-LUMO gap is 10.0 eV. As for the structure (SMILES): CN[C@@H]1[C@H](O)C1(F)F.

```
15
Properties=species:S:1:pos:R:3:nbo_charge:R:1
C 1.7892 -0.4144 -0.0189 -0.4156
N 0.6373 -0.2024 0.7566 -0.6575
C -0.5637 -0.6342 0.0297 -0.1786
C -0.8778 0.6507 -0.7405 0.0249
O -0.1893 1.7796 -0.2747 -0.7111
C -1.8713 -0.0280 0.1876 0.6584
F -2.9188 -0.6113 -0.4697 -0.3148
F -2.1165 0.5976 1.3332 -0.3003
H 2.7203 -0.1184 0.5953 0.2131
H 1.8394 0.2179 -0.8891 0.2046
H 1.7551 -1.4652 -0.2496 0.1786
H 0.6737 -0.3066 1.8529 0.4098
H -0.4363 -1.5324 -0.4484 0.2072
H -0.9396 0.7274 -1.9345 0.2043
H 0.4982 1.3397 0.2699 0.4770
```

---

This record from the OMol25 dataset describes C3H6NO2S as an isolated structure in a non-equilibrium geometry. The level of theory is ωB97M-V/def2-TZVPD.

Its energy above the lowest of the compared OMol25 structures with the same formula, charge and spin is 351.5 kJ/mol. For the energy, the calculation gives -19626.88554 eV. Its charge is -1. Its largest force on an atom is 4.3 eV/Å. The value obtained for the HOMO-LUMO gap is 7.0 eV.

```
13
Properties=species:S:1:pos:R:3:nbo_charge:R:1
C 0.4185 -0.7069 -0.4702 -0.2591
C 0.0030 -1.2441 0.8534 -0.5076
C -0.1626 1.6932 -0.3431 0.4438
N 0.6797 0.7511 -0.7125 -0.0534
O 1.7299 0.9577 -1.4415 -0.7065
O -1.1792 1.5885 0.4140 -0.7375
S -1.7842 -0.9869 1.3525 -0.4665
H 1.3073 -1.2561 -0.7882 0.2197
H -0.3520 -1.0745 -1.2255 0.1879
H 0.0852 -2.3356 0.7751 0.2064
H 0.7190 -0.8421 1.5594 0.1932
H 0.0997 2.9105 -0.8356 0.1166
H -1.5645 0.5453 0.8622 0.3629
```